(1)
C22H33Cl2FeN4O3 as an isolated structure at a distorted geometry, computed with ωB97M-V/def2-TZVPD.

* 2S+1: 6
* ΔE to the lowest compared entry with this formula, charge and spin: 0.0 kJ/mol
* HOMO level (alpha / beta): -7.9819 / -7.9728 eV
* net charge: 0
* ⟨S²⟩: 8.76
* LUMO (alpha / beta): 0.40 / -0.97 eV
* gap between HOMO and LUMO (alpha / beta): 8.38 / 7.00 eV

```
65
Properties=species:S:1:pos:R:3:nbo_charge:R:1
C -1.95 -2.36 -1.25 0.055
C -1.49 -4.63 -0.50 -0.206
N -1.58 3.77 0.42 -0.407
H 1.34 2.16 2.05 0.439
H -0.95 1.28 -3.95 0.220
O 0.22 0.55 2.66 -0.708
N 2.27 2.58 2.04 -0.786
C 4.65 2.45 1.59 -0.313
H -2.60 4.93 1.87 0.200
C -1.63 -2.51 2.96 -0.401
C 3.31 1.94 1.49 0.420
H -1.69 1.81 1.06 0.148
C 0.67 -2.02 3.76 -0.420
C 0.64 -0.86 -4.40 -0.648
C -2.43 -5.12 -1.40 -0.227
C -1.66 -0.85 -1.26 0.041
H -3.19 3.26 1.64 0.213
H -3.45 -2.16 -2.77 0.209
Fe 0.99 -0.01 -0.14 1.639
H -1.27 -3.45 2.51 0.217
H 4.81 3.38 2.13 0.210
H 6.12 0.17 -0.48 0.224
C -2.80 4.14 1.13 -0.401
H -0.39 5.51 0.48 0.197
C -1.03 -0.36 -2.58 -0.021
H 1.38 -1.19 3.80 0.245
C -3.14 -4.24 -2.23 -0.221
H 0.44 -2.38 4.77 0.191
H 1.66 -1.19 -4.17 0.229
C -1.23 -3.26 -0.46 -0.262
C -2.90 -2.87 -2.14 -0.221
C 4.07 0.18 0.20 0.099
H -1.55 5.41 -0.87 0.203
H -3.88 -4.61 -2.94 0.211
H 6.71 2.18 0.95 0.218
H -2.15 1.49 -2.62 0.203
H -2.66 -0.36 -1.22 0.159
H 0.67 0.22 -4.60 0.214
H -2.63 -6.19 -1.45 0.209
N -0.54 -1.56 3.11 -0.411
H 3.79 -0.74 -0.32 0.219
H 0.34 -1.39 -5.32 0.211
H 2.43 3.44 2.55 0.388
H -0.07 4.38 -0.87 0.253
C -0.25 -1.22 -3.27 -0.181
H 1.10 -2.85 3.19 0.219
H -0.24 -2.27 -2.99 0.210
H -1.74 -0.03 2.46 0.126
Cl 1.97 0.97 -1.93 -0.553
H -3.55 4.51 0.42 0.203
C 5.37 0.67 0.15 -0.325
C -0.70 -0.29 2.73 0.559
N 3.06 0.79 0.83 -0.585
H -0.93 -5.29 0.16 0.209
Cl 1.74 -1.98 0.64 -0.581
H -2.08 -2.74 3.94 0.190
O 0.09 2.27 0.11 -0.688
H -0.41 1.68 -2.32 0.242
C -0.85 4.83 -0.25 -0.423
O -0.87 -0.48 -0.20 -0.871
C -1.04 2.55 0.54 0.559
H -0.44 -2.87 0.18 0.235
H -2.39 -2.07 2.31 0.221
C -1.16 1.10 -2.89 -0.669
C 5.68 1.80 0.91 -0.133
```

(2)
C22H33Cl2MgN4O3 as an isolated structure at a distorted geometry, computed with ωB97M-V/def2-TZVPD.

* ΔE to the lowest compared entry with this formula, charge and spin: 0.0 kJ/mol
* HOMO level (alpha / beta): -2.3725 / -2.3733 eV
* net charge: -1
* LUMO (alpha / beta): 2.56 / 2.56 eV
* gap between HOMO and LUMO (alpha / beta): 4.93 / 4.94 eV

```
65
Properties=species:S:1:pos:R:3:nbo_charge:R:1
O -3.00 -1.72 -1.75 -0.640
C -1.36 -3.47 -2.12 -0.102
H -1.90 -6.36 -3.72 0.195
O -1.53 0.31 1.08 -0.636
Cl 1.02 -1.62 0.68 -0.886
C -0.91 -5.30 -0.69 -0.201
H -2.43 -2.04 3.92 0.171
H -3.91 3.29 -3.21 0.192
H -2.61 -3.72 1.63 0.202
O -0.59 1.58 -1.27 -0.701
H 4.59 3.77 4.06 0.389
H 2.52 -0.81 -3.81 0.209
H -1.70 -1.72 -3.38 0.083
H -0.63 -5.65 0.29 0.202
H -2.58 1.11 -1.01 0.158
C -2.01 -2.16 -2.28 0.465
N 3.62 3.96 3.83 -0.800
H -0.20 2.78 1.59 0.207
H 1.19 -2.71 -1.72 0.188
H -0.94 0.51 -3.40 0.180
C -0.89 -3.95 -0.91 -0.225
C 3.36 1.83 2.76 -0.338
C 0.83 2.56 1.91 0.081
H 1.06 4.35 3.11 0.199
C 2.59 1.05 1.90 0.100
H -0.40 3.76 -2.21 0.260
C -3.72 3.13 -2.14 -0.399
C -3.23 -2.82 1.56 -0.410
H -1.67 4.32 -3.35 0.190
Cl 2.99 1.20 -1.62 -0.889
C 2.85 3.08 3.15 0.211
H 2.52 -2.58 -3.79 0.182
C 2.48 -1.71 -3.16 -0.679
C 0.39 -0.81 -2.21 -0.601
H 3.28 4.88 4.07 0.385
H -0.51 -3.21 -0.18 0.284
C 1.52 3.42 2.78 -0.342
C 1.25 -1.82 -2.35 -0.187
H -1.46 -0.61 3.38 0.229
C -1.30 -6.19 -1.69 -0.239
H -4.27 2.23 -1.81 0.220
C -2.40 -0.55 1.07 0.545
H -1.64 4.93 -1.69 0.186
H 3.39 -1.71 -2.55 0.224
C -1.75 -1.64 3.15 -0.412
H -1.99 -3.92 -4.14 0.213
H -3.62 -2.74 0.53 0.241
H 0.29 -0.44 -4.27 0.170
N -2.31 2.95 -1.89 -0.426
H 0.78 0.96 -3.29 0.221
Mg 1.05 0.32 -0.73 1.735
N -2.44 -1.64 1.88 -0.438
C -1.64 -5.68 -2.93 -0.225
C 0.07 0.09 -3.34 -0.701
H 4.36 1.49 3.05 0.209
C -1.81 1.82 -1.37 0.573
C -1.44 4.05 -2.31 -0.420
C -1.67 -4.33 -3.18 -0.205
H -0.86 -2.27 3.09 0.220
H 2.93 0.06 1.57 0.241
H -1.29 -7.27 -1.49 0.201
H -4.07 -2.95 2.27 0.168
H -4.11 4.00 -1.61 0.186
H -3.24 -0.52 0.35 0.118
N 1.41 1.46 1.41 -0.531
```